1.
C20H27BrN4O6 in the gas phase at a distorted geometry, computed with ωB97M-V/def2-TZVPD.

The calculation puts the energy above the lowest of the compared OMol25 structures with the same formula, charge and spin at 0.00 kJ/mol. Its total energy is -109468.1295 eV. Its HOMO energy is -8.652 eV. For the HOMO-LUMO gap, the calculation gives 8.8 eV. The SMILES is CCCCCN(C(=O)COC(=O)c1ccc(Br)o1)c1c(N)n(CCCC)c(=O)[nH]c1=O.

```
58
Properties=species:S:1:pos:R:3:forces:R:3
C -0.35716 2.05506 5.93085 -0.1 -0.2 -0.1
C -0.52206 0.78582 5.10408 0.1 0.0 0.0
C 0.42699 0.70895 3.90662 -0.1 0.2 0.0
C 0.29919 1.85991 2.90602 -0.2 -0.2 0.0
C -1.06787 1.94878 2.22999 0.2 0.3 0.4
N -1.30821 0.83857 1.31125 0.5 0.3 -0.3
C -2.25472 -0.06676 1.63931 -0.2 -0.4 -0.4
O -2.77634 -0.10051 2.73609 -0.2 -0.2 0.1
C -2.62758 -1.17111 0.64040 -0.1 -0.3 0.5
O -2.63554 -0.81300 -0.73345 -0.4 0.1 -0.2
C -1.70451 -1.37229 -1.51269 0.4 -0.3 0.0
O -0.86710 -2.15399 -1.11991 -0.3 0.0 -0.2
C -1.79745 -0.87499 -2.88087 -1.0 0.7 0.0
C -2.64467 0.04099 -3.46270 0.4 -0.7 0.5
C -2.20227 0.20758 -4.78694 0.5 -0.4 -0.2
C -1.11513 -0.61739 -4.90694 -0.4 0.4 -0.3
Br 0.00837 -0.94350 -6.33926 0.0 0.0 0.0
O -0.86482 -1.27705 -3.77960 0.2 -0.3 0.1
C -0.70517 0.97807 0.02968 0.0 -0.2 0.2
C 0.41873 0.26377 -0.31795 -0.3 0.5 0.3
N 1.02364 -0.59621 0.54562 0.1 0.1 0.0
N 1.00566 0.44544 -1.54626 0.1 -0.1 0.2
C 2.26281 -0.21006 -1.88659 0.2 -0.3 -0.3
C 2.06731 -1.60912 -2.48093 0.3 0.0 0.0
C 3.33571 -2.45695 -2.38623 -0.2 0.0 0.1
C 3.61461 -2.95853 -0.97283 0.1 0.1 -0.3
C 0.44399 1.25655 -2.51592 -0.3 0.2 0.1
O 0.87863 1.31838 -3.64338 0.2 0.1 -0.3
N -0.63299 1.99099 -2.10650 -0.1 0.5 0.0
C -1.28968 1.93351 -0.87349 0.5 -0.2 -0.2
O -2.25820 2.63269 -0.66749 -0.3 0.1 0.1
H -0.67838 2.93281 5.37624 0.0 0.2 0.0
H 0.68291 2.19008 6.22256 0.1 0.1 0.1
H -0.95929 1.99153 6.83387 0.0 0.1 0.1
H -0.32064 -0.07830 5.74187 -0.1 0.0 0.0
H -1.55227 0.69576 4.75925 0.0 -0.1 0.0
H 0.24049 -0.24045 3.39781 0.1 -0.1 0.0
H 1.45796 0.68930 4.26975 0.0 -0.1 0.0
H 1.06984 1.75068 2.13800 0.0 0.1 0.0
H 0.48239 2.80423 3.41854 0.1 0.1 0.0
H -1.86485 1.92901 2.97290 0.0 0.1 -0.1
H -1.14358 2.87676 1.65814 -0.1 -0.1 0.0
H -3.64203 -1.48488 0.90038 0.2 0.1 0.0
H -1.94476 -2.01894 0.78885 -0.2 0.2 0.0
H -3.46644 0.53025 -2.98138 -0.2 0.1 0.2
H -2.61009 0.84293 -5.54522 0.0 0.1 -0.2
H 1.47530 -1.40731 0.15363 0.0 0.0 0.0
H 0.50669 -0.76596 1.39559 0.0 0.0 -0.1
H 2.87875 -0.23698 -0.98642 0.0 0.1 0.0
H 2.75299 0.42976 -2.62406 0.0 -0.1 0.2
H 1.78640 -1.49929 -3.52846 -0.1 0.0 0.0
H 1.24553 -2.12302 -1.97830 0.0 0.0 -0.1
H 3.22087 -3.31945 -3.04429 0.1 0.0 -0.1
H 4.18752 -1.87717 -2.74728 0.1 0.0 -0.1
H 2.76595 -3.52859 -0.59882 -0.1 -0.1 0.1
H 4.48412 -3.61115 -0.97245 0.1 -0.1 0.1
H 3.81820 -2.13841 -0.28695 0.0 0.1 0.1
H -1.02771 2.62318 -2.79375 0.1 -0.2 0.1
```
Positions in Å, forces in eV/Å.

=====

2.
A 7-piece molecular cluster, H15O7 overall at a distorted geometry, computed with ωB97M-V/def2-TZVPD.

The calculation puts the energy above the lowest of the compared OMol25 structures with the same formula, charge and spin at 261.71 kJ/mol. Its total charge is +1. Its total energy is -14568.6274 eV. Its HOMO energy is -14.789 eV. For the HOMO-LUMO gap, the calculation gives 11.5 eV.

```
22
Properties=species:S:1:pos:R:3:forces:R:3
O -0.30777 0.58382 -0.23118 3.6 5.9 -0.9
H 0.47323 0.47882 -0.86218 0.2 0.2 0.1
H -0.07677 0.91282 0.68482 -0.1 0.1 0.3
H -0.71177 -0.19018 -0.29918 -3.3 -5.9 0.1
O 0.01323 2.01382 1.98682 -0.7 1.3 -1.2
H -0.30077 1.50982 2.71682 -0.3 -0.9 1.2
H -0.68677 2.71082 1.91082 1.0 -0.6 -0.1
O 0.87923 -0.08718 -2.54218 -0.1 0.8 0.1
H 0.51823 0.56582 -3.18718 0.1 -1.3 0.5
H 0.37723 -0.91618 -2.49618 -0.1 0.5 -0.6
O 0.81923 -1.50318 1.24382 -0.9 0.7 0.0
H 1.35323 -2.27318 1.06082 0.5 0.0 0.4
H 1.19723 -0.93418 1.93382 0.3 -0.8 -0.4
O 2.48423 1.06882 -0.41218 0.6 0.9 -0.5
H 2.10523 1.94382 -0.73718 1.8 -1.5 0.4
H 3.45023 0.91082 -0.68218 -2.4 1.0 0.3
O -1.24277 -1.81418 -1.37118 -2.8 -2.4 -0.5
H -1.59977 -2.16618 -2.28218 0.9 1.0 2.6
H -1.82877 -2.33718 -0.68618 1.8 1.3 -2.1
O -2.00577 -0.13618 1.67582 -1.4 4.6 0.2
H -2.69277 0.57382 1.33682 1.9 -2.4 1.1
H -2.21677 -0.91518 1.23882 -0.8 -2.3 -1.0
```
Positions in Å, forces in eV/Å.